Below is a molecular structure, C13H33MgN3O11S4 at a distorted geometry, with properties calculated with ωB97M-V with the def2-TZVPD basis set.

Structure (XYZ):
```
65
Properties=species:S:1:pos:R:3:nbo_charge:R:1
Mg 1.8212 0.8902 -1.8691 1.81
N -0.1529 -0.0285 -4.1968 0.75
O 0.4332 0.3121 -3.2026 -0.69
O -1.3341 -0.1705 -4.1735 -0.50
O 0.4230 -0.2440 -5.2317 -0.51
N 0.2375 0.1317 0.6095 0.75
O 0.4751 0.5671 1.6874 -0.53
O -0.1910 -0.9735 0.4634 -0.51
O 0.4643 0.8634 -0.3316 -0.66
C 0.2689 -3.8753 2.4826 -0.75
C 1.4147 -4.7032 2.2828 0.30
N 2.3232 -5.3993 2.1149 -0.37
H -0.5371 -4.2847 1.8736 0.27
H 0.5894 -2.8335 2.4883 0.28
H -0.0874 -3.9915 3.5062 0.26
C 0.5446 4.7628 -0.4422 -0.80
S 0.4535 4.0512 -2.1685 1.24
O 1.3426 2.8468 -2.1553 -1.06
C -1.3372 3.5804 -2.1272 -0.81
H -0.1872 5.5514 -0.2669 0.23
H 1.5302 5.1780 -0.2318 0.23
H 0.3726 3.9013 0.2030 0.25
H -1.5827 3.5234 -3.1876 0.24
H -1.9927 4.3148 -1.6592 0.24
H -1.2829 2.5580 -1.7533 0.27
C 4.0742 -0.1106 1.2150 -0.82
S 4.0311 1.5938 0.5562 1.22
O 2.9686 1.6257 -0.5570 -1.07
C 3.4406 2.3338 2.1440 -0.80
H 4.9122 -0.1907 1.9075 0.24
H 4.3260 -0.6831 0.3223 0.24
H 3.1150 -0.5003 1.5557 0.25
H 4.1826 2.3330 2.9425 0.25
H 2.7701 1.5174 2.4125 0.26
H 2.9719 3.3038 1.9781 0.25
C -5.8911 -1.4602 -0.9498 -0.81
S -4.2044 -1.0249 -0.3854 1.18
O -4.1177 -1.8613 0.9242 -0.99
C -3.1369 -1.9216 -1.5378 -0.83
H -6.5032 -0.5609 -0.8810 0.23
H -6.2999 -2.1086 -0.1749 0.26
H -5.9079 -1.7834 -1.9906 0.23
H -3.5020 -1.9306 -2.5648 0.24
H -2.9829 -2.9769 -1.3129 0.24
H -2.1440 -1.4955 -1.3943 0.27
C 2.3562 -3.3008 -0.4007 -0.84
S 2.2812 -2.3346 -1.9183 1.27
O 2.3681 -0.8437 -1.5344 -1.10
C 3.9641 -2.7916 -2.7021 -0.79
H 2.8971 -4.2412 -0.5062 0.26
H 1.3350 -3.6264 -0.2029 0.26
H 2.7801 -2.8545 0.4989 0.25
H 3.8965 -3.8664 -2.8704 0.23
H 4.9338 -2.6157 -2.2363 0.24
H 3.9536 -2.4638 -3.7416 0.25
C -2.2162 2.9607 2.1933 -0.74
C -3.2752 2.0593 2.8590 0.61
O -4.2718 2.4143 3.3990 -0.54
C -2.8714 0.5805 2.9884 -0.74
H -2.3801 4.0105 2.4367 0.22
H -2.2557 2.9165 1.1049 0.23
H -1.2162 2.8504 2.6125 0.24
H -2.8836 0.0783 2.0210 0.25
H -3.6004 0.1020 3.6423 0.23
H -1.9060 0.3387 3.4330 0.23
```

The calculation puts the LUMO energy at -0.0040 Ha. For the molecular weight, the calculation gives 560.0 g mol⁻¹. Its relative energy (zero: lowest compared OMol25 entry of this formula, charge and spin) is 2.587 eV.